(1)
88
Properties=species:S:1:pos:R:3:mulliken_charge:R:1 method="wB97M-V/def2-TZVPD" e_above_lowest_kj_mol=0.0 charge=0 homo_lumo_gap_ev=5.2 energy_ev=-93440.953 homo_ev=-4.75 max_force_ha_per_bohr=0.0917 lumo_ev=0.43 multiplicity=1
C -3.74 -0.80 -3.48 0.0575
H 3.40 -2.31 4.86 0.4091
C -6.45 -0.23 -1.22 -0.2153
C -2.83 3.10 0.11 -0.7455
C -2.16 1.96 -0.35 -0.4329
H 5.80 -0.40 4.86 0.3048
C 0.22 -0.27 -4.62 -0.6248
H 0.36 -0.20 -5.70 0.3738
H -6.51 -0.56 -2.26 0.3271
H -7.82 2.02 0.94 0.3860
H -5.25 -3.86 -3.08 0.3015
H -4.84 -3.51 -0.55 -0.2804
C 2.99 2.53 0.08 -0.6652
H -3.28 0.01 -2.90 0.3222
C -1.61 1.37 1.97 -0.7787
H -3.24 3.80 -0.63 0.3943
H 3.25 -2.88 1.16 0.2082
H -6.25 0.87 2.52 0.3677
C 3.81 2.38 1.23 -0.7054
C -6.29 0.58 1.47 -0.5258
H -5.43 -3.65 -5.56 0.3917
H -1.23 -2.28 -2.28 0.5733
C 4.50 -0.23 -1.24 -1.8258
H 2.47 -2.48 -0.41 0.2971
H -8.03 1.23 -1.43 0.3722
H 0.85 3.19 -0.12 0.5210
H 8.56 -0.33 1.50 0.3815
H 3.28 -2.93 3.20 0.4217
H -1.01 -2.06 -4.75 0.4094
C 3.00 2.61 2.38 -0.9204
C 7.29 -0.37 3.27 -0.6734
H 3.34 2.51 -0.95 0.4607
C -0.68 -1.44 -2.70 -0.9706
C 0.83 0.68 -3.78 -0.5709
Si -4.41 -2.15 -0.98 0.2331
C -0.18 -0.42 -1.85 0.6628
C -7.29 0.79 -0.75 -0.6630
H -2.06 1.74 -1.42 0.2180
H 4.88 2.21 1.24 0.5017
C 1.67 2.85 0.52 -0.4465
Cl -2.63 -2.05 0.09 -0.2107
C -4.26 -1.93 -2.83 0.4121
C 0.62 0.61 -2.39 0.0912
C 1.67 2.89 1.95 -1.0373
C -0.53 -1.32 -4.08 -0.5098
C -1.54 1.10 0.58 1.6488
H 3.71 -0.06 -1.98 0.2345
H 1.48 1.45 -4.19 0.4200
C -3.80 -0.71 -4.88 -0.6171
H 3.38 2.72 3.40 0.9441
H 5.11 -1.10 -1.52 0.5522
C 7.53 -0.40 1.89 -0.8107
H -3.50 4.21 1.83 0.3633
C 5.98 -0.43 3.77 -0.6385
H 1.80 -2.39 4.03 0.3662
C 5.17 -0.61 1.47 -0.2101
C 2.88 -2.19 3.90 -1.4611
P 3.09 -0.46 3.36 0.6760
C -2.30 2.51 2.42 -0.6828
H 6.69 -0.79 -0.05 0.4201
C -4.39 -1.74 -5.63 -0.4845
H -4.75 -0.93 1.69 0.2608
H 8.13 -0.29 3.97 0.3750
C 3.39 -2.39 0.19 -1.0353
C 3.03 0.42 4.94 -1.4814
H 1.98 0.37 5.27 0.4111
C -5.45 -0.44 1.01 -0.3713
H -3.41 0.18 -5.39 0.3969
C 4.90 -0.49 2.88 0.4105
H 3.68 -0.06 5.69 0.5264
H -1.11 0.73 2.69 0.2892
C -4.84 -2.98 -3.59 -0.5313
H 4.25 -2.83 -0.33 0.4228
H -2.32 2.78 3.49 0.4265
C 6.48 -0.61 1.00 -0.6020
C -2.94 3.34 1.49 -0.6017
Mg 1.79 0.73 1.41 1.9800
H 1.06 1.36 -1.72 0.1106
C -4.93 -2.87 -4.98 -0.5398
Si -0.54 -0.32 -0.07 -0.0336
H 3.32 1.47 4.83 0.2747
H 0.85 3.22 2.58 0.5543
H -0.33 -1.56 0.78 -0.3878
C -5.52 -0.82 -0.34 0.6245
C -7.19 1.20 0.59 -0.4463
H 5.15 0.66 -1.14 0.4335
P 3.69 -0.60 0.35 0.8483
H -4.47 -1.65 -6.71 0.3680


(2)
7
Properties=species:S:1:pos:R:3:lowdin_spin:R:1 method="wB97M-V/def2-TZVPD" e_above_lowest_kj_mol=0.0 charge=0 homo_lumo_gap_ev="5.6 / 5.6" energy_ev=-47973.528 homo_ev="-6.15 / -6.17" max_force_ha_per_bohr=0.0329 lumo_ev="-0.52 / -0.53" multiplicity=2
H 0.57 -1.22 0.35 0.0037
H 2.38 -0.24 -0.75 0.0441
O 0.72 -0.25 0.48 0.2395
Cu -1.39 -1.61 -0.38 -0.0016
Li -1.47 0.35 1.08 -0.0004
H 2.00 1.35 0.37 0.0456
C 1.82 0.34 -0.02 0.6692


(3)
25
Properties=species:S:1:pos:R:3:lowdin_spin:R:1 method="wB97M-V/def2-TZVPD" charge=-2 homo_lumo_gap_ev="3.6 / 5.4" energy_ev=-88130.647 homo_ev="1.67 / -0.17" max_force_ha_per_bohr=0.0677 lumo_ev="5.27 / 5.22" multiplicity=3
H -3.59 -0.35 0.84 0.0386
Pt -2.23 0.00 -1.37 0.9350
F 2.21 0.92 4.14 0.0001
Ga 1.12 -0.36 0.19 0.0165
F 0.02 1.20 2.42 0.0033
H -4.12 -1.53 -0.45 0.0476
H 2.20 0.91 -1.72 0.0007
H -2.53 -1.76 0.40 0.0171
H 3.05 1.26 -0.18 0.0001
H -0.15 1.49 -1.30 0.0435
C 0.98 0.24 2.22 0.0022
H 3.34 -0.30 -1.02 0.0010
C -0.58 0.81 -0.54 0.2754
H -1.98 0.26 -3.95 0.0420
C -2.19 -0.59 -3.30 0.2333
F 0.60 -0.88 2.92 0.0009
C 2.60 0.47 -0.79 0.0036
F 3.35 -0.08 2.53 0.0001
H -3.14 -1.09 -3.54 0.0484
H -1.36 -1.32 -3.31 0.0165
C -3.27 -1.03 0.04 0.2373
H -0.99 1.42 0.30 0.0364
F 2.60 1.99 2.25 0.0007
Cl 1.74 -2.46 0.43 -0.0003
C 2.31 0.77 2.79 0.0001


(4)
43
Properties=species:S:1:pos:R:3:nbo_charge:R:1 method="wB97M-V/def2-TZVPD" e_above_lowest_kj_mol=0.0 charge=0 homo_lumo_gap_ev=6.3 energy_ev=-93685.073 homo_ev=-6.99 max_force_ha_per_bohr=0.0171 lumo_ev=-0.64 multiplicity=1
O 0.82 2.58 0.10 -0.8388
C -4.45 1.08 -1.96 -0.1569
C 2.86 4.89 2.87 -0.1613
C -1.92 2.08 -2.10 0.3369
N -2.93 2.79 -2.64 -0.5689
C -2.19 -3.44 2.87 -0.2232
C 1.44 3.30 0.94 0.4417
H -1.65 -4.76 4.48 0.2234
Rb 0.31 0.10 -0.08 0.9487
C 2.04 2.76 2.11 -0.1841
H -7.35 2.95 -3.70 0.2212
C 0.42 -2.80 2.69 0.0505
C -6.77 1.22 -2.56 -0.2276
H -5.91 -0.37 -1.41 0.2409
H -3.25 -3.66 2.91 0.2217
H -2.72 3.68 -3.06 0.4197
C -4.23 2.29 -2.62 0.2453
N -2.04 0.96 -1.48 -0.5625
H 0.78 -4.16 4.30 0.2271
Cl 3.71 5.85 4.03 0.0277
H -3.75 -2.17 1.20 0.1774
N -3.55 -0.55 -0.48 -0.3655
C 2.28 5.47 1.74 -0.0495
C -3.31 0.44 -1.27 0.4002
C -1.71 -2.52 1.94 0.1387
C 1.60 4.71 0.81 -0.1858
C 2.73 3.51 3.05 -0.0466
H 1.47 -2.52 2.60 0.1964
N -0.41 -2.20 1.85 -0.4397
C -1.30 -4.05 3.74 -0.1599
H -0.93 2.52 -2.19 0.2168
H -5.08 3.91 -3.76 0.2179
Cl 0.88 5.43 -0.59 0.0032
Cl 2.42 7.18 1.51 0.0347
C 0.04 -3.72 3.65 -0.2490
H -7.77 0.81 -2.54 0.2212
N -2.42 -1.02 0.17 -0.2745
C -5.27 2.97 -3.25 -0.2671
Cl 1.87 1.03 2.34 -0.0461
C -5.74 0.56 -1.94 -0.1351
Cl 3.42 2.76 4.44 0.0336
C -2.71 -1.89 1.06 0.0654
C -6.54 2.43 -3.22 -0.1685


(5)
29
Properties=species:S:1:pos:R:3:nbo_charge:R:1 method="wB97M-V/def2-TZVPD" e_above_lowest_kj_mol=17.4 charge=-1 homo_lumo_gap_ev=9.6 energy_ev=-23292.317 homo_ev=-6.63 max_force_ha_per_bohr=0.0402 lumo_ev=3.00 multiplicity=1
H 2.26 -0.74 1.78 0.5037
H -0.07 2.99 0.42 0.4710
H -1.22 2.69 -0.42 0.4783
H 0.65 -3.00 -0.27 0.2465
O -0.84 3.44 0.05 -0.9502
O -0.90 0.79 0.71 -0.8200
H -0.58 0.37 -1.73 0.4018
N -0.26 -0.37 -1.12 -0.7127
C -0.13 -0.12 0.33 0.8968
H 3.47 -0.79 -1.97 0.4698
H -2.12 1.47 1.94 0.5172
O 0.65 -0.82 0.96 -0.7632
H 2.53 -0.33 -0.80 0.4908
O -2.83 1.41 2.58 -0.9765
H -2.92 -0.60 2.71 0.4856
C -0.35 -2.84 -0.64 -0.7131
C -0.39 -1.66 -1.59 0.6865
H 1.88 1.82 -2.77 0.4792
O 1.91 2.79 -2.74 -0.9469
O 3.04 -0.48 2.31 -0.9769
O -2.91 -1.49 2.34 -0.9659
H 1.34 2.96 -1.98 0.4673
H -0.94 -2.66 0.25 0.2323
H 3.12 0.46 2.18 0.4567
H -2.43 1.32 3.45 0.4609
O -0.61 -1.85 -2.78 -0.6480
O 3.18 -0.04 -1.44 -0.9626
H -0.78 -3.64 -1.24 0.2256
H -2.57 -1.32 1.45 0.4657